62
Properties=species:S:1:pos:R:3:forces:R:3 method="wB97M-V/def2-TZVPD" charge=+4 homo_lumo_gap_ev="4.49 / 4.70" homo_energy_ev="-19.001 / -19.002" spin_multiplicity=2
Re -0.974508 -0.145712 -0.460788 0.481 0.701 -1.200
C 1.356717 -3.914421 -0.950983 -0.074 -0.176 -0.057
C 0.530882 -2.775783 -0.480590 -0.012 0.003 -0.006
N -0.068478 -1.922337 -1.269834 -0.179 0.252 0.367
N -0.077740 -2.180980 -2.622224 0.227 -0.292 -0.169
C -0.871828 -1.473745 -3.429196 0.080 0.018 -0.082
N -1.024251 -1.805731 -4.683028 -0.051 0.016 -0.055
S -1.659981 -0.073937 -2.787733 0.110 0.077 1.208
C 0.229522 -2.556319 0.928731 0.008 -0.107 0.126
C 0.546859 -3.475471 1.910976 0.065 0.012 -0.008
C 0.068195 -3.289307 3.207913 -0.005 0.039 -0.003
C -0.673434 -2.155823 3.480036 0.082 -0.096 -0.002
C -0.933094 -1.256233 2.451881 -0.108 0.097 0.023
N -0.514496 -1.446967 1.196860 -0.386 0.238 -0.021
H 1.908637 -3.691701 -1.865246 0.032 0.060 0.035
H 0.728143 -4.795708 -1.136211 -0.037 0.028 0.001
H 2.081452 -4.209592 -0.195757 0.034 0.046 -0.011
H 0.343282 -3.046471 -2.942974 0.019 -0.010 0.065
H -0.567662 -2.603237 -5.113874 0.001 -0.015 0.023
H -1.633144 -1.269330 -5.291623 0.032 0.043 0.009
H 1.145027 -4.345845 1.680480 -0.056 -0.037 -0.015
H 0.263774 -4.028792 3.974538 0.055 0.035 0.020
H -1.065851 -1.967511 4.470887 0.005 0.052 -0.006
H -1.524869 -0.370645 2.642874 0.073 0.045 -0.002
N -4.788808 0.945170 0.870708 0.003 -0.037 0.001
C -4.893615 -0.340789 1.350317 0.051 -0.132 0.011
C -3.725613 -0.965273 1.053469 -0.087 -0.126 0.103
N -2.908335 -0.063870 0.395202 0.970 -0.162 -0.287
C -3.595394 1.085731 0.298547 -0.225 -0.073 0.127
C -2.926897 2.137565 -0.403664 0.042 0.156 0.007
N -1.668796 1.858890 -0.756902 0.165 -0.147 -0.034
C -1.244010 2.911504 -1.547511 -0.151 0.022 -0.189
C -2.248586 3.824043 -1.630313 0.117 -0.030 -0.006
N -3.296333 3.318319 -0.901592 -0.050 0.091 0.004
H -5.515531 1.646014 0.965347 0.031 0.037 -0.033
H -5.771850 -0.706687 1.857771 -0.045 0.057 -0.036
H -3.450238 -1.986315 1.252602 0.053 0.012 -0.033
H -0.297285 2.928881 -2.057577 0.039 0.019 0.079
H -2.293252 4.772325 -2.141819 -0.067 0.005 0.013
H -4.193871 3.778919 -0.802118 0.005 -0.009 0.072
C 2.035745 0.883232 -1.089610 0.310 0.085 -0.232
N 3.287016 1.494692 -0.792065 0.542 0.080 -0.505
C 3.107674 2.892772 -0.367922 -0.395 -0.461 0.156
N 2.298443 2.887717 0.854162 0.128 0.841 0.300
C 1.013257 2.326815 0.617624 0.283 0.304 0.189
N 1.134579 0.878235 0.137349 -1.918 -0.934 -0.028
C 1.906522 0.162287 1.238692 0.425 0.028 0.125
N 3.165733 0.783835 1.469088 0.633 -0.332 0.576
C 3.997331 0.754743 0.260869 -0.633 0.099 0.008
C 3.001083 2.171306 1.921903 -0.375 -0.296 -0.462
H 2.205447 -0.151618 -1.401854 -0.084 -0.028 0.062
H 1.541277 1.429973 -1.896928 -0.107 0.000 0.068
H 2.600407 3.458660 -1.151169 0.016 -0.002 -0.010
H 4.076093 3.349180 -0.178010 0.001 -0.014 0.015
H 0.501530 2.915026 -0.132714 0.070 -0.085 -0.026
H 0.432199 2.337335 1.542574 -0.057 -0.148 -0.031
H 2.072983 -0.874334 0.939485 -0.025 0.069 -0.119
H 1.317504 0.188826 2.156303 -0.072 0.075 -0.079
H 4.164188 -0.277249 -0.053517 0.007 0.006 -0.019
H 4.958899 1.222798 0.457040 -0.005 0.005 0.002
H 3.972128 2.622713 2.109692 0.006 -0.003 -0.029
H 2.415222 2.200227 2.841426 0.004 0.001 0.002

***

52
Properties=species:S:1:pos:R:3:forces:R:3 method="wB97M-V/def2-TZVPD" charge=0 homo_lumo_gap_ev=8.48 homo_energy_ev=-7.822
C 4.218170 1.287307 -1.758289 -0.209 -0.372 0.029
C 3.919318 -0.134710 -1.291528 0.419 0.290 0.074
O 2.584462 -0.525425 -1.551711 -0.244 -0.102 -0.205
C 2.225186 -1.013821 -2.777821 -0.200 -0.107 -0.122
C 3.088542 -1.077872 -3.866793 0.226 0.125 0.175
C 2.668823 -1.602977 -5.076696 -0.071 -0.034 0.012
C 1.381634 -2.084987 -5.222640 0.031 -0.004 -0.085
C 0.521783 -2.034744 -4.143042 0.027 0.060 0.111
C 0.912449 -1.497496 -2.921729 0.227 -0.063 -0.130
C -0.120904 -1.531707 -1.838428 0.035 0.213 0.136
O -1.021357 -2.353439 -1.853333 -0.165 -0.221 -0.103
N -0.025544 -0.574288 -0.893624 -0.036 0.168 0.218
C -0.921045 -0.504902 0.241457 -0.104 0.045 0.033
C -1.754697 0.777985 0.194327 -0.130 -0.119 0.221
C -2.587339 0.942563 1.481120 -0.113 0.245 -0.301
C -3.683584 -0.146029 1.587708 -0.071 0.009 0.217
C -3.500924 -0.969628 2.858612 -0.017 -0.133 -0.117
C -2.080006 -1.520656 2.923278 -0.140 0.087 0.150
C -1.056309 -0.373778 2.765065 0.320 -0.093 0.029
C -0.134025 -0.584458 1.550058 -0.197 0.001 0.090
N -1.774478 0.883026 2.674410 -0.081 0.166 -0.014
C -1.088789 2.020391 3.180988 0.195 0.049 0.241
C -1.316603 3.430636 2.741758 -0.174 0.013 0.075
C 0.022188 2.794543 2.499601 0.248 -0.029 0.001
H 4.090271 1.382359 -2.833704 0.025 0.045 -0.079
H 5.240836 1.547856 -1.499927 0.119 0.058 0.017
H 3.544145 1.987850 -1.271056 -0.034 0.077 0.043
H 4.008401 -0.190593 -0.202056 0.047 -0.051 -0.170
H 4.624523 -0.850188 -1.728669 -0.109 0.006 0.068
H 4.102742 -0.720008 -3.786307 0.067 0.049 0.054
H 3.361510 -1.634183 -5.904823 0.060 -0.001 -0.057
H 1.054287 -2.498695 -6.163691 -0.037 -0.035 -0.079
H -0.484398 -2.419432 -4.214772 -0.065 -0.035 0.027
H 0.773291 0.039146 -0.897830 0.014 -0.133 -0.058
H -1.578133 -1.373686 0.143507 0.075 0.135 0.057
H -2.416361 0.755471 -0.673370 0.007 0.002 -0.076
H -1.087058 1.634869 0.080270 0.043 0.057 -0.046
H -3.072066 1.922180 1.457031 0.054 -0.113 0.010
H -3.641196 -0.805353 0.720971 -0.067 -0.050 -0.098
H -4.669975 0.319612 1.597043 -0.016 -0.011 -0.098
H -4.221118 -1.788826 2.879040 -0.046 -0.007 0.047
H -3.678866 -0.333873 3.726893 -0.061 -0.066 0.002
H -1.941490 -2.259728 2.134339 0.018 -0.121 -0.025
H -1.928732 -2.027413 3.877307 0.054 -0.075 -0.036
H -0.428094 -0.322174 3.661405 -0.071 0.006 -0.074
H 0.364437 -1.552543 1.624584 0.058 -0.040 -0.031
H 0.635440 0.191784 1.554562 0.075 0.024 -0.010
H -0.939851 1.898812 4.253076 0.074 0.163 -0.066
H -1.935004 3.626917 1.880289 -0.030 -0.064 -0.114
H -1.401413 4.188570 3.506030 0.002 0.014 0.067
H 0.283335 2.565350 1.478848 -0.071 -0.068 -0.101
H 0.863586 3.110387 3.098260 0.038 0.038 0.095

***

53
Properties=species:S:1:pos:R:3:forces:R:3 method="wB97M-V/def2-TZVPD" charge=0 homo_lumo_gap_ev=7.18 homo_energy_ev=-7.088
C -7.141949 -0.612450 -0.025341 1.054 5.085 -7.546
C -5.851373 0.269356 -0.047531 -2.107 -0.045 1.271
C -5.808740 1.703095 0.208597 -10.491 -4.875 0.686
C -4.613719 2.120349 0.187704 7.516 3.154 -1.582
C -3.689828 1.040450 -0.238103 -2.295 5.786 2.513
C -2.358189 1.303250 -0.145834 5.042 -0.036 -0.020
N -1.529234 0.342338 -0.345527 3.535 2.307 -1.697
C -0.237312 1.102817 -0.610225 -0.250 -1.166 1.103
C -0.451436 2.419703 -0.240536 4.146 -0.807 -1.137
O -1.696105 2.548102 0.027605 -6.034 0.269 0.632
C 0.464047 3.745579 0.028205 1.974 -9.761 -16.110
H 1.448719 3.302600 -0.146960 0.221 0.223 0.279
H 0.375157 3.854524 0.854760 -2.133 3.906 17.718
H 0.363775 4.367586 -0.739939 -1.088 3.326 -2.326
C 1.034010 0.311394 -0.897708 1.358 1.280 4.709
N 1.502550 -0.454815 0.490944 1.597 1.473 -4.968
C 0.653748 -1.504349 1.021814 -3.319 6.149 0.908
C 0.000250 -2.382943 0.049210 1.187 6.938 -3.373
H -0.545689 -1.703267 -0.761708 0.448 -1.692 2.167
C 1.016498 -3.174298 -0.659714 -0.061 0.115 -3.072
H 1.990278 -3.193007 -0.419624 3.506 0.366 1.681
H 1.020735 -2.952046 -1.691606 0.143 0.069 -1.428
C 0.231154 -4.346948 -0.313683 1.314 -7.435 -3.767
H 0.739497 -5.211183 0.278110 -0.624 0.872 -1.853
H -0.343237 -4.710847 -1.432385 1.321 0.443 3.766
C -0.522929 -3.568050 0.563627 -8.862 -1.809 2.441
H -1.674406 -3.853980 0.453926 1.900 1.168 0.596
H -0.319843 -3.571829 1.591797 0.393 -0.914 1.616
H 1.084715 -1.935920 1.849455 1.567 -1.614 1.563
H -0.180752 -0.851879 1.534476 0.377 -1.409 -0.284
C 2.218010 0.539442 1.304599 0.060 -5.929 1.126
H 1.563241 1.280363 1.488708 -1.898 3.337 0.820
C 3.626290 0.959734 0.938239 -3.278 -4.567 -2.370
C 4.405738 -0.285633 0.168202 2.010 6.363 0.211
H 3.768984 -1.090525 -0.007409 -0.619 -1.528 0.109
H 5.319728 -0.258246 0.836744 -0.895 -1.524 -1.047
C 4.904938 0.531830 -1.278017 -0.113 3.005 9.002
H 5.917096 0.347113 -1.086173 1.532 -0.226 -1.746
H 4.232595 0.254903 -1.922938 -2.592 -1.744 -4.511
C 4.516555 2.132276 -0.704060 5.457 -6.639 3.996
H 5.573379 2.358186 -0.105223 -2.880 0.209 -1.277
H 4.278101 2.683612 -1.440586 -0.974 4.522 -5.285
O 3.394742 1.983390 0.059563 1.208 1.448 0.240
H 4.078823 1.121071 1.847670 1.702 1.447 1.789
H 2.246265 -0.100279 2.191245 0.513 0.688 0.898
H 1.971542 0.964155 -1.098005 -2.090 -1.113 -0.034
H 0.936604 -0.491442 -1.534059 -0.427 -1.266 -1.961
S -4.281173 -0.493344 -0.305665 -2.901 1.042 0.017
H -4.408427 3.276068 0.304828 0.395 -2.742 -0.217
H -6.978036 2.259596 0.500742 4.173 -1.586 -1.038
H -7.074547 -1.379552 0.558161 0.185 -4.529 3.615
H -8.070844 -0.005269 0.061099 0.818 -0.488 0.210
H -7.100001 -0.990784 -1.201497 -0.723 0.452 2.963

***

> Which of these has the highest charge?

C20H28N12ReS

***

> Which of these has the highest charge?

C20H28N12ReS